1.
DFT (ωB97M-V/def2-TZVPD) results for the molecule C8H11BN2O3S.

Element x y z (Å)
1 O 1.40159 1.21902 -0.32499
2 N -4.29139 2.99598 0.59330
3 O 2.84004 -3.40047 -0.23153
4 O 5.11147 -2.60384 -0.10504
5 S -1.09448 -0.23445 1.02690
6 B 3.76018 -2.37848 -0.25244
7 C 0.97902 0.09226 -0.56994
8 C -2.99666 3.28895 0.70203
9 C -4.56339 1.70878 0.49859
10 C -1.96996 2.40044 0.83882
11 C -3.62762 0.72214 0.59025
12 C -2.30628 1.06454 0.79801
13 N 1.81931 -0.96003 -0.83419
14 C -0.44821 -0.19258 -0.60847
15 C 3.22426 -0.89150 -0.46638
16 H 3.16257 -4.32270 -0.07405
17 H 5.37644 -3.55410 -0.04857
18 H -2.69482 4.33311 0.61578
19 H -5.63457 1.49993 0.34067
20 H -0.93511 2.71687 0.92025
21 H -3.91886 -0.31678 0.55766
22 H 1.40880 -1.88121 -0.92989
23 H -0.66832 -1.14121 -1.08778
24 H -0.98574 0.57966 -1.16190
25 H 3.78213 -0.38217 -1.25890
26 H 3.26959 -0.36217 0.47179

charge = 0
structure (SMILES) = O=C(CSc1ccncc1)NCB(O)O
multiplicity = 1
relative energy (zero: lowest compared OMol25 entry of this formula, charge and spin) = 0.0 kJ/mol

***

2.
DFT (ωB97M-V/def2-TZVPD) results for a structure of composition C29H31CuN4O5SSi.

Element x y z (Å)
1 Cu -0.98307 -0.50020 -2.01411
2 N 7.18577 -0.36562 4.79472
3 C 6.27737 -0.48644 4.09959
4 C 5.14337 -0.63590 3.21864
5 C 4.59236 -1.89612 3.00636
6 C 3.52039 -2.04290 2.14480
7 C 2.99272 -0.94581 1.46881
8 C 3.54796 0.31463 1.69364
9 C 4.61175 0.47227 2.56567
10 C 1.82713 -1.06445 0.53858
11 C 2.01392 -0.71539 -0.75808
12 C 3.30730 -0.39682 -1.36861
13 C 3.10803 -0.37989 -2.70082
14 C 1.69886 -0.66912 -2.90456
15 N 1.05262 -0.85036 -1.79202
16 C 0.58920 -1.52927 1.13051
17 C 0.32688 -2.60929 1.96891
18 C -1.05604 -2.63888 2.20250
19 C -1.62266 -1.56047 1.54269
20 N -0.62407 -0.91782 0.90685
21 H 5.00975 -2.75677 3.51231
22 H 3.11578 -3.02890 1.96652
23 H 3.11084 1.17809 1.20728
24 H 5.02420 1.45562 2.74928
25 H 4.23829 -0.25292 -0.84533
26 H 3.83859 -0.19229 -3.47334
27 H 1.17751 -0.73738 -3.85024
28 H 1.04268 -3.33907 2.30809
29 H -1.59846 -3.37024 2.77879
30 H -2.63196 -1.20766 1.43307
31 C -3.34181 -4.00532 -0.77317
32 Si -3.45031 -2.91286 -2.31609
33 C -3.58058 -4.12640 -3.77463
34 C -5.15564 -2.09939 -2.21641
35 O -2.25294 -1.90460 -2.48594
36 H -4.04358 -4.84659 -0.81422
37 H -3.56342 -3.41667 0.12167
38 H -2.32947 -4.40362 -0.65566
39 H -4.45917 -4.77587 -3.68599
40 H -2.69202 -4.76313 -3.83650
41 H -3.65916 -3.57446 -4.71671
42 H -5.95699 -2.84625 -2.17100
43 H -5.33345 -1.45569 -3.08336
44 H -5.21714 -1.47009 -1.32293
45 C 3.30591 5.55945 0.78837
46 C 2.24850 4.48898 0.88870
47 C 2.20487 3.43028 -0.00784
48 C 1.19495 2.47099 0.05699
49 C 0.19723 2.52594 1.02209
50 C 0.23410 3.61239 1.90232
51 C 1.24200 4.56407 1.85204
52 S -1.58385 1.61115 0.94160
53 O -1.66830 1.34610 2.39934
54 O -0.68192 0.24190 0.20654
55 N -3.23820 0.64627 0.56038
56 C -4.02313 1.44750 -0.38648
57 C -3.52974 1.33307 -1.83237
58 C -2.25358 2.14066 -2.13186
59 O -2.34779 3.37552 -2.14066
60 O -1.18005 1.48207 -2.36104
61 H 4.14404 5.22769 0.17239
62 H 3.69483 5.83172 1.77303
63 H 2.90395 6.47011 0.33437
64 H 2.95915 3.36361 -0.78945
65 H 1.16839 1.68643 -0.68809
66 H -0.55087 3.70739 2.64823
67 H 1.24302 5.39379 2.55584
68 H -3.69171 0.68989 1.47084
69 H -4.05650 2.51924 -0.12491
70 H -5.05538 1.07744 -0.35375
71 H -4.29930 1.74924 -2.49009
72 H -3.38193 0.27745 -2.06607

charge = -2
calculated total energy = -4047.03382 Eh
multiplicity = 1

***

3.
DFT (ωB97M-V/def2-TZVPD) results for a structure of composition C34H35BrCdN10O7.

Element x y z (Å)
1 Cd 0.45594 0.68029 0.50238
2 O 4.42636 -1.00452 -0.17422
3 C 3.26931 -0.74502 0.21402
4 N 2.54483 0.32505 -0.04926
5 C 3.22973 1.36740 -0.79111
6 C 3.00404 2.73748 -0.19972
7 C 2.95100 3.86516 -1.01621
8 C 2.77827 5.10781 -0.43575
9 C 2.65356 5.19241 0.94197
10 C 2.70331 4.01653 1.67065
11 N 2.88960 2.81954 1.12518
12 C 2.61160 -1.72746 1.16030
13 C 3.36603 -2.80291 1.62591
14 C 2.80342 -3.66983 2.54428
15 C 1.51351 -3.41937 2.99343
16 C 0.84055 -2.32145 2.48036
17 N 1.36692 -1.51086 1.57182
18 H 2.92662 1.36973 -1.84133
19 H 4.30554 1.15930 -0.77749
20 H 3.00954 3.76011 -2.09272
21 H 2.71585 5.99653 -1.05098
22 H 2.48656 6.14155 1.43323
23 H 2.57925 4.02617 2.74967
24 H 4.37507 -2.90939 1.25443
25 H 3.36700 -4.51749 2.91687
26 H 1.04049 -4.06488 3.72231
27 H -0.16287 -2.07554 2.81575
28 O -0.53822 4.61112 -5.56760
29 C -0.14614 3.43140 -5.60354
30 O 0.13894 2.70477 -6.57932
31 C -0.01016 2.72927 -4.21875
32 C 0.43188 1.41144 -4.14480
33 C 0.55279 0.80705 -2.90971
34 N 0.23590 1.41750 -1.76618
35 C -0.17021 2.69032 -1.81815
36 C -0.29601 3.37371 -3.02353
37 C -0.47926 3.40343 -0.48592
38 O -0.90790 4.55601 -0.56613
39 O -0.27892 2.74671 0.58605
40 H 0.67414 0.89307 -5.06358
41 H 0.94172 -0.20302 -2.81016
42 H -0.61548 4.40557 -3.02470
43 C -2.54718 -2.04902 0.98244
44 C -2.90531 -0.69029 0.49305
45 N -2.15506 0.12969 -0.21271
46 C -2.93702 1.22759 -0.50232
47 C -4.17126 1.06838 0.03964
48 N -4.14255 -0.16165 0.66137
49 H -1.47556 -2.18583 0.87068
50 H -3.06691 -2.81339 0.39569
51 H -2.81625 -2.14303 2.03279
52 H -2.55247 2.05477 -1.07237
53 H -5.04719 1.69286 0.03984
54 H -4.86570 -0.54910 1.23664
55 C 1.18565 -4.36133 -1.00842
56 N 0.11359 -4.27327 -1.98762
57 C -0.81303 -5.38970 -1.87075
58 C -0.49444 -2.99892 -2.07173
59 N -0.20703 -2.11861 -1.20615
60 N -1.40966 -2.90176 -3.12615
61 C -2.24181 -1.71253 -3.20210
62 C -1.01490 -3.38925 -4.43721
63 H 1.73144 -5.29122 -1.18326
64 H 0.80678 -4.35127 0.02181
65 H 1.85296 -3.51131 -1.11611
66 H -1.21709 -5.46741 -0.84989
67 H -0.28801 -6.31922 -2.10292
68 H -1.64504 -5.26475 -2.55838
69 H -0.57342 -1.18385 -1.36919
70 H -1.74425 -0.88075 -3.70833
71 H -2.52806 -1.38656 -2.20409
72 H -3.14489 -1.96288 -3.76334
73 H -0.35594 -4.24688 -4.34045
74 H -0.49039 -2.61092 -5.00723
75 H -1.90585 -3.68014 -4.99956
76 Br -3.00096 1.63600 8.46402
77 C -1.88309 1.87049 6.93251
78 C -0.90111 2.84502 6.95706
79 N -0.09573 3.05588 5.92214
80 C -0.24311 2.28960 4.84193
81 C -1.20135 1.28588 4.74133
82 C -2.05323 1.07893 5.81390
83 C -1.31343 0.40854 3.48153
84 O -2.31778 -0.31883 3.41534
85 O -0.35503 0.53529 2.68576
86 H -0.75771 3.47517 7.82810
87 H 0.41976 2.46959 4.00431
88 H -2.81549 0.31534 5.74067

charge = -2
multiplicity = 1
relative energy (zero: lowest compared OMol25 entry of this formula, charge and spin) = 152.1 kJ/mol

***

4.
DFT (ωB97M-V/def2-TZVPD) results for a structure of composition C32H25Cl2N6NaO4S.

Element x y z (Å)
1 Na -0.20140 0.58315 -0.50752
2 C 2.19573 -2.29435 1.95836
3 O 0.80115 -2.14370 1.76946
4 C 0.03380 -3.23320 1.94799
5 C 0.49980 -4.43043 2.47968
6 C -0.37316 -5.50411 2.66640
7 C -1.70589 -5.37801 2.32350
8 C -2.16611 -4.17807 1.77519
9 C -1.31936 -3.10241 1.57447
10 N -1.71889 -1.93119 0.87940
11 N -2.92617 -1.68793 1.09160
12 C -3.54053 -0.67282 0.37918
13 C -3.01653 -0.10638 -0.83880
14 O -1.88269 -0.35300 -1.31208
15 C -3.93409 0.76900 -1.57653
16 C -5.15519 1.09823 -1.12436
17 C -5.67033 0.57612 0.11393
18 C -6.94904 0.92781 0.57989
19 C -7.45392 0.40905 1.74880
20 C -6.66268 -0.48844 2.48743
21 C -5.40354 -0.83825 2.05721
22 C -4.86444 -0.31956 0.85080
23 H 2.59672 -3.09023 1.32265
24 H 2.64153 -1.35191 1.66255
25 H 2.42939 -2.51144 3.00519
26 H 1.54108 -4.53680 2.75037
27 H 0.00555 -6.43276 3.07735
28 H -2.38875 -6.20813 2.46388
29 H -3.19730 -4.05933 1.46460
30 H -3.54499 1.17179 -2.50533
31 H -5.78323 1.77943 -1.69296
32 H -7.53965 1.62339 -0.00886
33 H -8.43988 0.69067 2.09784
34 H -7.04739 -0.90609 3.41218
35 H -4.79331 -1.51998 2.63418
36 O -1.11633 2.61414 3.53772
37 C -0.00946 3.36766 3.65641
38 C 0.04165 4.31496 4.68181
39 C 1.16432 5.10985 4.83995
40 C 2.25381 4.97065 3.98164
41 C 2.19996 4.02786 2.96416
42 C 1.08169 3.21924 2.78016
43 C 0.99568 2.19001 1.68152
44 O -0.16644 1.71938 1.41667
45 N 2.13866 1.94848 1.06921
46 N 2.08351 0.88303 0.20118
47 C 2.82843 0.94512 -0.81654
48 C 2.81567 -0.15296 -1.81343
49 C 3.62263 -0.05997 -2.94127
50 C 3.55188 -1.04840 -3.90483
51 C 2.68121 -2.10866 -3.71622
52 C 1.92309 -2.12688 -2.55321
53 N 1.98460 -1.18348 -1.61822
54 H -0.98256 2.09056 2.69091
55 H -0.81820 4.41216 5.33532
56 H 1.18702 5.84950 5.63339
57 H 3.13605 5.58800 4.10914
58 H 3.02711 3.89162 2.27896
59 H 3.42230 1.83107 -1.03347
60 H 4.27337 0.79635 -3.06342
61 H 4.15759 -0.98418 -4.80047
62 H 2.57245 -2.88918 -4.45670
63 H 1.21934 -2.93314 -2.36439
64 S 0.58344 2.94540 -4.96350
65 C 0.47442 2.33174 -3.41440
66 N 0.41894 1.91466 -2.32364
67 Cl -3.70165 5.28917 1.05789
68 C -2.41289 4.03190 0.99845
69 Cl -2.01032 3.55060 -0.63330
70 H -2.76953 3.16817 1.53719
71 H -1.53029 4.44315 1.46538

charge = -2
multiplicity = 1
relative energy (zero: lowest compared OMol25 entry of this formula, charge and spin) = 74.0 kJ/mol

***

5.
DFT (ωB97M-V/def2-TZVPD) results for a structure of composition C26H21N7O2RuS.

Element x y z (Å)
1 Ru -0.11138 -0.82640 0.46525
2 N -2.40976 0.28770 3.95760
3 C -1.72280 0.15313 2.81652
4 S -0.54453 -1.15480 2.76142
5 N -1.99363 1.01398 1.85855
6 N -1.31171 0.79750 0.71356
7 C -1.40350 1.64237 -0.25420
8 C -2.25471 2.85456 -0.20680
9 C -1.71319 4.11406 -0.45848
10 C -2.52358 5.24025 -0.46180
11 C -3.88326 5.11754 -0.22072
12 C -4.42720 3.86797 0.04887
13 C -3.61827 2.74393 0.06247
14 C -0.61120 1.26768 -1.43319
15 C -0.46877 2.06095 -2.56049
16 C 0.36692 1.65528 -3.58443
17 C 1.03320 0.44723 -3.48377
18 C 0.81038 -0.32500 -2.36415
19 N 0.00170 0.06771 -1.37121
20 H -2.09958 -0.22107 4.76703
21 H -2.95484 1.12420 4.09372
22 H -0.64462 4.22029 -0.61040
23 H -2.08980 6.21489 -0.64695
24 H -4.51882 5.99423 -0.23930
25 H -5.48588 3.77119 0.25393
26 H -4.04664 1.77247 0.26856
27 H -1.00926 2.99369 -2.61981
28 H 0.49792 2.27888 -4.45917
29 H 1.69793 0.09877 -4.26167
30 H 1.27121 -1.29551 -2.24556
31 O 4.79585 -3.36033 0.58515
32 C 5.09970 -2.04658 0.64516
33 C 6.43534 -1.64122 0.68266
34 C 6.77940 -0.30625 0.75443
35 C 5.78992 0.66712 0.79751
36 C 4.46993 0.27757 0.75939
37 C 4.08867 -1.06937 0.67508
38 C 2.64326 -1.33622 0.60354
39 O 1.86383 -0.30711 0.69662
40 N 2.20113 -2.58425 0.43174
41 N 0.86206 -2.55944 0.36689
42 C 0.14208 -3.60678 0.21176
43 C -1.28076 -3.36578 0.05517
44 C -2.21163 -4.38964 -0.04861
45 C -3.54762 -4.08684 -0.21341
46 C -3.93691 -2.75622 -0.29389
47 C -2.97389 -1.78254 -0.18049
48 N -1.67991 -2.06988 0.00908
49 H 5.61334 -3.86493 0.54705
50 H 7.20933 -2.40145 0.66201
51 H 7.82528 -0.02580 0.78163
52 H 6.05184 1.71512 0.85876
53 H 3.68365 1.01754 0.79849
54 H 0.59092 -4.59232 0.18407
55 H -1.86175 -5.41219 0.00999
56 H -4.28620 -4.87488 -0.28025
57 H -4.97099 -2.48108 -0.44569
58 H -3.22822 -0.73393 -0.23921

charge = +1
expectation value of S² = 0.76
multiplicity = 2
relative energy (zero: lowest compared OMol25 entry of this formula, charge and spin) = 54.5 kJ/mol

***

6.
DFT (ωB97M-V/def2-TZVPD) results for a cluster of 3 separate species, C3H13NO2 in total.

Element x y z (Å)
1 C -0.91745 1.63068 -0.53163
2 N -0.91046 0.25541 -1.00162
3 C -1.95273 -0.58674 -0.41750
4 C -0.98680 0.32802 -2.50841
5 H 0.08281 1.92750 -0.32771
6 H -1.47524 1.61460 0.44336
7 H -1.46907 2.33782 -1.10348
8 H -2.03601 -1.55868 -0.92813
9 H -1.75227 -0.72448 0.68666
10 H -2.98043 -0.14758 -0.52290
11 H -1.12052 -0.62419 -2.86907
12 H -0.05353 0.85622 -2.64335
13 H -1.83395 0.90470 -2.75018
14 H 2.59713 -0.67236 2.23069
15 H 3.04148 -1.91585 2.90453
16 O 3.36819 -1.10414 2.44610
17 H 1.20088 0.37000 0.81464
18 H 0.46347 -0.86552 0.87128
19 O 0.98810 -0.33609 1.42268

charge = -1
expectation value of S² = 0.75
multiplicity = 2
relative energy (zero: lowest compared OMol25 entry of this formula, charge and spin) = 152.9 kJ/mol